Formula: C31H61NO19S6
Source: the OMol25 dataset
Level of theory: the ωB97M-V functional and the def2-TZVPD basis

```
118
Properties=species:S:1:pos:R:3:mulliken_charge:R:1
O 0.973 -1.243 0.995 -0.46
C 0.537 -2.472 1.362 0.19
O 0.710 -3.696 0.565 -0.38
C 0.313 -3.462 -0.863 0.79
C -1.219 -2.825 -0.930 -0.49
O -1.924 -3.152 -2.181 -0.32
C -3.149 -2.355 -2.355 -0.07
O -4.401 -3.155 -2.211 -0.34
C -4.484 -3.776 -0.879 0.16
C -5.941 -4.443 -0.522 -0.52
O -6.247 -5.583 -1.411 -0.51
C 0.268 -4.981 -1.541 -0.61
O 0.364 -4.976 -3.009 -0.10
N 0.935 -6.170 -3.360 0.13
O 0.083 -6.961 -3.739 -0.30
H 0.023 -2.548 2.436 0.29
H 1.095 -2.747 -1.389 0.07
H -1.817 -3.359 -0.050 0.16
H -1.229 -1.657 -0.709 0.24
H -3.133 -1.968 -3.484 0.32
H -3.186 -1.428 -1.642 0.12
H -4.126 -3.003 -0.044 0.20
H -3.660 -4.639 -0.862 -0.02
H -5.930 -4.812 0.614 0.31
H -6.788 -3.612 -0.574 0.22
H -6.306 -6.421 -0.843 0.32
H -0.721 -5.494 -1.126 0.27
H 1.196 -5.553 -1.080 0.40
C -5.937 2.653 -2.466 -0.06
C -4.944 3.268 -3.452 -0.73
C -3.642 2.476 -3.345 -0.82
S -4.100 0.830 -2.824 1.49
O -3.560 0.599 -1.500 -0.77
O -3.887 -0.094 -3.920 -0.80
C -5.847 1.149 -2.674 -0.92
H -6.954 3.021 -2.632 0.43
H -5.646 2.909 -1.441 -0.09
H -5.343 3.186 -4.470 0.32
H -4.778 4.330 -3.249 0.35
H -3.124 2.422 -4.306 0.40
H -2.978 2.899 -2.587 0.37
H -6.261 0.575 -1.844 0.38
H -6.323 0.851 -3.613 0.47
C -4.075 3.177 2.492 -0.74
C -5.060 4.314 2.760 -0.16
C -6.309 4.046 1.922 -0.70
S -6.401 2.274 1.716 0.99
O -6.216 1.963 0.314 -0.52
O -7.519 1.761 2.483 -0.74
C -4.890 1.896 2.582 -0.75
H -3.248 3.179 3.208 0.42
H -3.652 3.284 1.486 0.25
H -5.324 4.324 3.824 0.14
H -4.626 5.290 2.520 0.20
H -7.213 4.400 2.424 0.39
H -6.231 4.499 0.930 0.38
H -4.397 1.040 2.118 0.40
H -5.148 1.665 3.620 0.36
C 4.468 -3.069 -2.030 -0.62
C 3.975 -2.083 -0.972 -0.14
C 5.198 -1.588 -0.202 -0.66
S 6.578 -1.693 -1.332 1.29
O 7.506 -2.687 -0.835 -0.65
O 6.997 -0.356 -1.700 -0.74
C 5.666 -2.402 -2.690 -0.66
H 3.688 -3.306 -2.759 0.38
H 4.777 -4.004 -1.548 0.31
H 3.482 -1.236 -1.465 0.29
H 3.245 -2.543 -0.300 -0.09
H 5.075 -0.552 0.125 0.33
H 5.415 -2.227 0.658 0.33
H 6.298 -3.101 -3.240 0.31
H 5.350 -1.584 -3.344 0.36
C -7.269 9.581 4.120 -0.55
C -6.387 8.763 5.062 -0.75
C -6.115 7.420 4.385 -0.50
S -6.204 7.721 2.626 1.22
O -7.337 6.996 2.092 -0.65
O -4.875 7.612 2.057 -0.70
C -6.639 9.445 2.742 -0.80
H -7.334 10.628 4.431 0.35
H -8.285 9.166 4.112 0.29
H -5.440 9.292 5.226 0.31
H -6.859 8.624 6.040 0.34
H -5.124 7.036 4.639 0.37
H -6.879 6.681 4.642 0.34
H -7.318 9.714 1.931 0.40
H -5.717 10.028 2.672 0.35
C 6.894 0.354 4.503 -0.55
C 5.909 1.491 4.771 -0.61
C 4.660 1.223 3.934 -0.64
S 4.568 -0.549 3.727 1.00
O 4.754 -0.860 2.325 -0.51
O 3.450 -1.062 4.494 -0.71
C 6.079 -0.927 4.593 -0.70
H 7.721 0.356 5.219 0.36
H 7.317 0.461 3.497 0.26
H 5.645 1.501 5.835 0.30
H 6.343 2.467 4.532 0.32
H 3.756 1.577 4.435 0.33
H 4.738 1.676 2.942 0.37
H 6.572 -1.783 4.129 0.39
H 5.821 -1.158 5.631 0.34
C 10.271 -3.696 -4.436 -0.55
C 10.175 -4.204 -2.998 -0.61
C 9.137 -5.325 -2.976 -0.29
S 9.150 -6.050 -4.609 1.17
O 7.871 -5.794 -5.237 -0.65
O 9.726 -7.378 -4.536 -0.70
C 10.356 -4.939 -5.308 -0.72
H 11.138 -3.044 -4.579 0.34
H 9.371 -3.122 -4.686 0.26
H 11.150 -4.597 -2.685 0.33
H 9.906 -3.403 -2.303 0.28
H 9.387 -6.090 -2.237 0.39
H 8.133 -4.936 -2.786 -0.01
H 10.121 -4.746 -6.356 0.41
H 11.338 -5.414 -5.223 0.35
```

The value obtained for the LUMO energy is -0.144 eV. The calculation puts the HOMO energy at -0.34600 hartree. The spin multiplicity is 1. For the frontier orbital gap, the calculation gives 9.27 eV. As for the total energy: -138529.0426 eV. As for the molar mass: 944.22 g mol⁻¹.

Formula: CH4NO3P
Source: the OMol25 dataset
Level of theory: the ωB97M-V functional and the def2-TZVPD basis

```
10
Properties=species:S:1:pos:R:3:lowdin_spin:R:1
C -0.619 1.602 -0.337 0.73
N 0.207 0.620 -0.041 0.48
O 1.463 0.769 -0.121 0.63
O 0.963 -1.471 1.314 0.01
O -0.421 -1.531 -0.851 0.02
P -0.433 -0.889 0.690 0.04
H -1.728 1.485 -0.319 0.04
H -0.180 2.584 -0.508 0.05
H 1.782 -0.920 1.199 0.00
H -1.034 -2.249 -1.026 0.00
```

The value obtained for the LUMO energy (spin up / spin down) is 0.817 / -1.699 eV. The calculation puts the HOMO energy (spin up / spin down) at -0.24526 / -0.36737 hartree. The spin multiplicity is 3. For the frontier orbital gap (spin up / spin down), the calculation gives 7.49 / 8.30 eV. As for the total energy: -18019.5844 eV. Its relative energy (zero: lowest compared OMol25 entry of this formula, charge and spin) is 92.5 kJ/mol. As for the molar mass: 109.02 g mol⁻¹.

Formula: C2H2BrN
Source: the OMol25 dataset
Level of theory: the ωB97M-V functional and the def2-TZVPD basis

```
6
Properties=species:S:1:pos:R:3:nbo_charge:R:1
C -0.571 -0.820 -0.036 0.19
C -0.225 0.548 -0.063 -0.34
N -0.866 -1.940 0.015 -0.24
Br 2.158 0.214 -0.002 -0.17
H -0.310 1.184 -0.924 0.27
H -0.186 0.814 1.009 0.28
```

The value obtained for the LUMO energy is -2.016 eV. The calculation puts the HOMO energy at -0.39059 hartree. The spin multiplicity is 1. For the frontier orbital gap, the calculation gives 8.61 eV. As for the total energy: -73637.0803 eV. Its relative energy (zero: lowest compared OMol25 entry of this formula, charge and spin) is 105.4 kJ/mol. As for the molar mass: 119.95 g mol⁻¹.

Formula: C2H4N2O4
Source: the OMol25 dataset
Level of theory: the ωB97M-V functional and the def2-TZVPD basis

```
12
Properties=species:S:1:pos:R:3:nbo_charge:R:1
C 0.879 0.438 0.168 0.71
C -2.292 -0.541 -0.156 0.63
H 2.381 0.446 -1.050 0.47
H 0.852 -1.524 -0.771 0.40
H -0.866 1.195 0.684 0.40
H -2.867 -1.555 -0.312 0.14
N 1.447 -0.784 -0.056 -0.39
N -0.388 0.279 0.788 -0.33
O 2.835 -0.653 -0.126 -0.51
O 1.323 1.559 -0.170 -0.58
O -1.125 -0.773 0.238 -0.34
O -2.837 0.567 -0.411 -0.61
```

The value obtained for the LUMO energy is -0.203 eV. The calculation puts the HOMO energy at -0.35963 hartree. The spin multiplicity is 1. For the frontier orbital gap, the calculation gives 9.58 eV. As for the total energy: -13301.8233 eV. Its relative energy (zero: lowest compared OMol25 entry of this formula, charge and spin) is 630.7 kJ/mol. As for the molar mass: 120.06 g mol⁻¹.

Formula: C38H39F5N6O2Tc
Source: the OMol25 dataset
Level of theory: the ωB97M-V functional and the def2-TZVPD basis

```
91
Properties=species:S:1:pos:R:3:lowdin_spin:R:1
Tc -1.258 0.441 0.298 1.80
O -3.026 0.987 1.676 0.01
C -4.094 1.896 1.380 0.00
C -3.599 3.334 1.437 0.00
C -2.435 3.615 0.468 0.00
C -2.675 2.958 -0.857 0.01
C -3.466 3.583 -1.818 0.00
C -3.715 2.968 -3.033 0.02
C -3.174 1.705 -3.245 0.00
C -2.413 1.137 -2.247 0.01
N -2.147 1.739 -1.074 0.00
H -3.433 0.126 1.824 0.00
H -4.882 1.765 2.130 0.00
H -4.522 1.670 0.396 0.00
H -3.264 3.557 2.448 0.00
H -4.447 3.975 1.198 0.00
H -1.505 3.246 0.904 0.00
H -2.352 4.694 0.334 0.00
H -3.887 4.553 -1.601 0.00
H -4.297 3.459 -3.798 0.00
H -3.331 1.165 -4.164 0.00
H -1.984 0.158 -2.403 0.00
C 1.432 -2.322 1.952 0.00
N 0.291 -2.626 2.783 0.00
C 0.495 -3.550 3.884 0.00
C -0.715 -4.463 3.995 0.00
C -1.925 -3.586 4.246 0.00
N -1.964 -2.489 3.293 0.00
C -3.229 -1.793 3.206 0.00
C -0.923 -2.111 2.523 0.01
O -1.091 -1.287 1.579 0.04
H 2.328 -2.313 2.569 0.00
H 1.306 -1.341 1.493 0.00
H 1.550 -3.083 1.176 0.00
H 0.635 -2.979 4.810 0.00
H 1.402 -4.118 3.677 0.00
H -0.599 -5.180 4.805 0.00
H -0.839 -5.009 3.058 0.00
H -1.904 -3.175 5.262 0.00
H -2.834 -4.181 4.128 0.00
H -3.962 -2.313 3.816 0.00
H -3.593 -1.793 2.178 0.00
H -3.129 -0.777 3.596 0.00
F -1.800 -1.957 -1.046 0.13
C -3.081 -2.191 -0.583 0.63
F -3.494 -0.910 -0.194 0.12
C -3.957 -2.652 -1.729 0.07
F -5.214 -2.823 -1.320 0.00
F -3.509 -3.803 -2.221 0.00
F -4.002 -1.775 -2.768 0.03
N 4.294 -0.989 -4.346 0.00
C 5.180 -0.468 -5.248 0.00
C 6.268 -0.996 -5.925 0.00
C 6.954 -0.137 -6.765 0.00
C 6.565 1.201 -6.952 0.00
C 5.487 1.735 -6.292 0.00
C 4.787 0.894 -5.414 0.00
N 3.722 1.150 -4.632 0.00
C 3.435 0.023 -3.998 0.00
C 2.356 -0.022 -3.055 0.01
C 1.984 -1.111 -2.253 0.00
C 0.958 -0.970 -1.341 0.01
N 0.269 0.166 -1.153 0.00
C 0.593 1.196 -1.969 0.01
C 1.590 1.147 -2.903 0.00
H 4.295 -1.939 -4.017 0.00
H 6.571 -2.024 -5.803 0.00
H 7.820 -0.502 -7.294 0.00
H 7.134 1.819 -7.628 0.00
H 5.170 2.755 -6.435 0.00
H 2.498 -2.057 -2.328 0.00
H 0.662 -1.815 -0.739 0.00
H 0.020 2.105 -1.872 0.00
H 1.811 2.002 -3.522 0.00
C 1.235 0.048 5.252 -0.01
C -0.104 0.077 4.849 0.02
C -0.449 0.567 3.612 -0.01
C 0.520 1.057 2.720 0.01
C 0.201 1.491 1.394 -0.07
C 1.107 2.357 0.801 0.05
C 2.381 2.581 1.328 -0.01
C 2.789 1.922 2.462 0.06
C 1.857 1.172 3.204 0.00
C 2.196 0.609 4.453 0.02
H 1.502 -0.370 6.210 0.00
H -0.866 -0.263 5.534 0.00
H -1.484 0.650 3.325 0.00
H 0.847 2.873 -0.111 0.00
H 3.050 3.250 0.810 0.00
H 3.798 2.022 2.829 0.00
H 3.223 0.662 4.785 0.00
```

The value obtained for the LUMO energy (spin up / spin down) is -5.298 / -7.783 eV. The calculation puts the HOMO energy (spin up / spin down) at -0.45028 / -0.44979 hartree. The spin multiplicity is 4. For the frontier orbital gap (spin up / spin down), the calculation gives 6.95 / 4.46 eV. Its total charge is +2. As for the total energy: -68846.6908 eV. Its relative energy (zero: lowest compared OMol25 entry of this formula, charge and spin) is 229.9 kJ/mol. As for the molar mass: 804.76 g mol⁻¹.